The following is a quantum chemistry calculation of a structure of composition C67H63KN8O4PS, from the Open Molecules 2025 dataset.

Element x y z (Å)
K -0.106530 -0.041227 -0.668027
C 2.426963 -4.103115 3.288575
N 1.582077 -2.925907 3.197651
C 1.398119 -2.125739 2.100326
N 0.587117 -1.130188 2.380776
C 0.257694 -1.254859 3.702485
C 0.858248 -2.373158 4.231313
C 0.859092 -2.924502 5.597196
C 1.217803 -2.115175 6.673942
C 1.198996 -2.615313 7.967218
C 0.832992 -3.933744 8.201630
C 0.479793 -4.749128 7.136073
C 0.488651 -4.245704 5.842881
C -0.583898 -0.246078 4.369770
C -1.518386 -0.589527 5.344937
C -2.287172 0.390537 5.955803
C -2.134084 1.722673 5.594819
C -1.213681 2.068684 4.614669
C -0.443242 1.091021 4.003901
P 2.264925 -2.443541 0.520904
C 2.826361 -0.731368 0.168918
N 2.206730 0.421635 0.299164
C 3.131018 1.397564 0.071972
C 4.351157 0.821445 -0.201268
N 4.150374 -0.538078 -0.121663
C 5.125919 -1.568209 -0.454710
C 5.639835 1.443605 -0.547003
C 5.699703 2.367970 -1.589100
C 6.895518 2.992872 -1.908523
C 8.051470 2.695124 -1.199153
C 8.003742 1.772303 -0.163507
C 6.804406 1.155523 0.163309
C 2.753009 2.822167 0.157450
C 3.614470 3.768564 0.711859
C 3.226407 5.096838 0.817068
C 1.967499 5.494086 0.383190
C 1.100957 4.557827 -0.165836
C 1.496102 3.233323 -0.286979
C 0.833131 -3.045607 -0.449515
N -0.401635 -2.593812 -0.510707
C -1.109261 -3.487363 -1.266228
C -0.273726 -4.493120 -1.694712
N 0.954562 -4.221120 -1.136480
C 2.169169 -4.998415 -1.337649
C -0.540706 -5.680359 -2.527556
C 0.052353 -5.821791 -3.780843
C -0.235254 -6.925717 -4.569892
C -1.123203 -7.893286 -4.119343
C -1.725908 -7.753106 -2.876525
C -1.435193 -6.651941 -2.084488
C -2.532914 -3.256724 -1.571567
C -3.302454 -2.498535 -0.692823
C -4.620571 -2.192384 -0.994144
C -5.188866 -2.644515 -2.176658
C -4.428266 -3.402795 -3.057640
C -3.108100 -3.705024 -2.761614
H 3.191370 -4.045067 2.518969
H 2.897830 -4.137877 4.268619
H 1.850879 -5.017523 3.140687
H 1.500883 -1.086912 6.486956
H 1.474025 -1.972767 8.793974
H 0.820957 -4.323714 9.211741
H 0.184603 -5.776323 7.310370
H 0.184734 -4.875515 5.015431
H -1.654849 -1.630389 5.612836
H -3.017045 0.110698 6.706115
H -2.740273 2.487477 6.064478
H -1.101548 3.102694 4.312763
H 0.268256 1.350477 3.228453
H 5.965016 -1.094803 -0.957390
H 5.486750 -2.067484 0.445557
H 4.659349 -2.279503 -1.130189
H 4.796054 2.596696 -2.140312
H 6.924496 3.711905 -2.717717
H 8.985582 3.181240 -1.452098
H 8.899694 1.538396 0.398488
H 6.763460 0.451491 0.986331
H 4.587036 3.460036 1.076595
H 3.905107 5.820171 1.253923
H 1.661263 6.529263 0.478020
H 0.109978 4.837565 -0.507464
H 0.789323 2.540450 -0.730921
H 1.893369 -5.975264 -1.724208
H 2.818988 -4.473912 -2.036102
H 2.688860 -5.122959 -0.390580
H 0.704101 -5.039325 -4.150506
H 0.218575 -7.015418 -5.548925
H -1.355325 -8.748767 -4.741585
H -2.428104 -8.498787 -2.524692
H -1.911608 -6.527792 -1.119508
H -2.851173 -2.116930 0.212933
H -5.190740 -1.572218 -0.314239
H -6.212846 -2.388697 -2.422177
H -4.852975 -3.731488 -3.998579
H -2.502825 -4.236404 -3.485286
C -3.303756 -0.244530 2.082748
N -3.433864 0.687147 0.979682
C -4.782517 1.209582 0.910527
C -2.450523 1.765863 1.119121
C -2.404168 2.725055 -0.053103
C -3.055215 3.953766 0.086785
C -3.062977 4.873005 -0.956142
C -2.404875 4.538707 -2.134653
C -1.753349 3.309850 -2.239061
C -1.707872 2.337091 -1.220103
H -3.471993 0.235648 3.064383
H -2.298895 -0.675052 2.090493
H -4.025927 -1.058102 1.973959
H -5.050632 1.789269 1.814612
H -5.495719 0.386889 0.819043
H -4.889748 1.864614 0.047360
H -1.473392 1.286821 1.234258
H -2.640469 2.317566 2.060193
H -3.564475 4.194055 1.019174
H -3.567746 5.826945 -0.848851
H -2.391870 5.239660 -2.965663
H -1.249229 3.106446 -3.187130
C -4.826459 1.132360 -3.074815
C -3.846190 0.272696 -3.821136
C -4.058415 -0.103485 -5.145185
C -3.149464 -0.909504 -5.815028
C -2.021567 -1.357614 -5.140456
C -1.787621 -0.990423 -3.819723
C -2.699136 -0.175652 -3.171845
S -0.855401 -2.377046 -5.970202
O -0.383162 -3.349169 -5.020717
O -1.427068 -2.782879 -7.225170
N 0.431050 -1.437403 -6.356540
C 1.180091 -0.752291 -5.278280
C 2.126975 -1.681449 -4.529117
C 2.077739 -1.559288 -2.997499
O 2.909038 -2.268662 -2.373157
O 1.221683 -0.805096 -2.480944
H -5.553072 1.587010 -3.749566
H -4.302890 1.920888 -2.529598
H -5.371451 0.532023 -2.339107
H -4.951186 0.235567 -5.658819
H -3.319836 -1.218362 -6.838159
H -0.897611 -1.339490 -3.307415
H -2.513009 0.151325 -2.158632
H 0.178130 -0.828975 -7.124736
H 0.506046 -0.281475 -4.560533
H 1.728428 0.048788 -5.772430
H 3.163200 -1.545942 -4.843376
H 1.874694 -2.717429 -4.759013

Cartesian forces, eV/Å:
-1.09 0.73 0.36
-0.05 0.04 -0.01
0.06 -0.01 0.02
-0.06 0.00 -0.05
0.08 0.08 0.06
-0.09 0.02 -0.04
0.00 -0.05 0.03
0.00 0.02 -0.07
-0.02 0.00 0.04
0.00 0.02 -0.03
0.01 -0.01 0.02
-0.01 0.01 -0.04
-0.01 -0.03 0.04
0.03 -0.05 -0.02
0.02 0.02 0.00
0.01 -0.02 0.00
-0.01 0.00 0.01
0.00 0.00 -0.03
0.00 0.03 0.02
0.03 -0.05 0.08
0.06 -0.09 -0.08
0.39 -0.08 0.28
-0.08 0.05 -0.07
0.02 -0.04 0.00
-0.01 0.00 -0.05
-0.05 0.06 0.04
-0.04 -0.02 0.02
0.01 0.02 0.00
-0.02 -0.01 0.01
0.01 0.00 0.00
-0.02 0.01 0.00
0.03 0.00 0.01
0.03 -0.01 -0.02
-0.02 0.03 -0.01
-0.01 -0.02 -0.01
0.00 0.01 -0.01
0.01 -0.01 0.00
-0.03 0.00 0.04
0.16 0.04 -0.03
-0.03 -0.60 0.36
0.00 0.15 -0.20
0.11 -0.10 0.16
-0.04 0.08 -0.22
-0.07 0.05 -0.02
-0.03 0.00 0.02
0.17 -0.07 0.07
-0.01 0.00 0.04
0.00 0.02 -0.01
-0.01 0.02 0.03
0.01 -0.04 -0.01
0.05 0.00 -0.01
-0.02 0.01 -0.02
0.03 0.00 -0.04
-0.01 -0.01 0.02
0.02 0.00 0.02
-0.01 0.00 -0.02
0.02 0.00 -0.02
0.01 0.00 0.02
-0.01 0.00 0.00
0.00 0.00 0.00
0.00 0.00 0.00
0.00 0.00 -0.01
0.00 0.01 0.00
0.00 0.00 0.01
0.01 0.00 0.00
0.01 0.00 -0.01
0.00 -0.01 0.00
0.00 -0.01 0.00
-0.02 -0.01 0.01
0.00 -0.01 -0.02
-0.01 0.00 0.01
0.00 0.00 -0.01
0.00 -0.01 0.01
0.00 -0.01 0.01
-0.01 -0.01 0.00
-0.01 0.00 -0.01
0.00 0.01 -0.01
0.00 0.00 0.00
-0.01 -0.01 0.00
0.01 -0.01 0.00
0.01 0.00 0.01
0.07 -0.02 0.03
-0.02 -0.02 -0.02
0.01 0.00 -0.02
0.00 0.01 0.04
-0.03 -0.18 0.09
0.00 0.00 0.01
0.00 0.00 0.00
0.00 0.00 0.00
0.00 0.00 0.00
0.02 -0.01 0.00
-0.01 -0.01 0.01
0.01 0.00 0.00
0.01 0.00 0.01
-0.02 -0.01 0.01
0.03 0.00 0.01
0.01 -0.01 -0.05
0.01 0.00 0.03
0.03 0.05 -0.01
-0.02 0.02 0.00
0.00 -0.02 -0.04
0.03 -0.03 -0.01
-0.01 -0.01 0.05
-0.01 -0.07 -0.05
0.00 0.13 0.09
0.00 0.00 -0.01
-0.01 0.02 0.00
-0.01 0.01 0.00
0.00 0.00 0.01
0.01 0.00 -0.01
0.02 0.00 -0.01
-0.02 0.06 0.06
-0.04 0.00 0.01
0.01 0.01 -0.02
0.00 0.00 -0.01
-0.01 0.00 0.01
0.00 0.00 0.03
-0.03 -0.01 0.00
-0.01 0.00 -0.04
0.00 -0.01 0.00
-0.03 -0.06 0.02
-0.04 0.09 -0.02
-0.04 0.00 0.03
0.02 -0.09 -0.09
-0.10 0.13 0.02
-0.13 0.15 -0.18
0.04 -0.08 0.01
0.10 0.09 -0.03
-0.03 -0.01 -0.02
0.04 -0.10 0.00
0.05 -0.01 0.03
-0.03 0.04 -0.07
0.58 -0.38 -0.67
0.00 0.00 0.00
0.02 -0.01 0.00
0.04 0.02 -0.02
0.01 0.01 -0.01
0.02 0.02 0.01
-0.07 -0.03 0.02
-0.02 0.08 0.11
-0.01 -0.04 0.01
0.03 0.04 -0.03
0.02 0.02 0.00
0.00 0.03 0.02
0.04 0.05 0.02

Values from the calculation:
F_max ... 1.358 eV Å⁻¹
Relative energy (zero: lowest compared OMol25 entry of this formula, charge and spin) ... 0.000 eV
Total charge ... -1